1.
{
  "formula": "C21H47N2O2P2Yb",
  "method": "ωB97M-V/def2-TZVPD",
  "species": ["H", "H", "C", "H", "C", "C", "H", "H", "H", "H", "H", "H", "H", "H", "H", "C", "H", "H", "H", "H", "H", "C", "H", "P", "H", "H", "H", "C", "O", "Yb", "H", "H", "H", "C", "N", "H", "C", "C", "H", "H", "H", "C", "H", "H", "H", "C", "C", "C", "H", "H", "H", "H", "C", "O", "H", "H", "H", "H", "H", "C", "C", "H", "H", "P", "H", "H", "C", "N", "H", "H", "C", "C", "C", "C", "H"],
  "xyz": [[3.866, 2.114, 2.336], [-0.498, 5.332, 1.844], [0.539, 4.996, 1.994], [3.104, 4.000, 1.335], [-0.877, -3.504, -1.816], [-0.218, -3.045, 4.254], [-1.167, -3.714, -3.960], [3.416, -3.709, 4.561], [2.680, 3.289, -0.245], [-0.789, 2.143, 3.343], [0.335, 4.079, 0.063], [3.366, -3.495, 1.587], [0.602, 4.667, 3.037], [0.528, 0.728, -1.146], [-1.464, 3.168, 2.037], [1.810, 0.149, -1.348], [-1.105, 0.095, -5.108], [2.844, -4.991, 3.612], [3.098, 0.809, 1.406], [-2.333, -0.156, -3.078], [-2.524, -2.402, -4.994], [2.510, -4.060, 4.071], [0.940, 3.155, 4.437], [0.616, 2.123, 1.410], [-1.146, -2.489, 4.051], [-1.926, -3.840, -1.732], [3.747, -2.118, 2.557], [3.131, 1.295, 2.400], [2.536, 0.312, -2.237], [0.445, -0.675, 0.566], [0.449, -3.246, -3.529], [-3.020, -2.949, -3.367], [-3.278, -2.122, -1.335], [-2.468, -1.706, -0.703], [-1.660, 0.199, 0.697], [-2.036, 0.342, 2.798], [1.760, 1.798, 2.889], [0.741, -2.650, 3.187], [-1.253, 0.858, 0.018], [-2.230, -2.489, 0.046], [1.180, 5.886, 1.875], [2.906, -2.633, 2.082], [-0.029, -5.256, -0.851], [-0.115, -4.913, -3.268], [-3.787, -1.564, -4.089], [-0.397, -3.861, -3.206], [-1.995, 1.003, 1.931], [-2.811, -2.063, -3.987], [2.551, 4.993, -0.024], [2.378, 3.809, 3.575], [-3.271, 0.355, -0.777], [3.515, 0.566, 3.132], [-0.048, -4.167, -0.706], [0.341, -1.870, 2.265], [1.762, -4.290, 4.827], [-0.507, -3.984, 0.269], [-2.994, 1.417, 1.746], [2.567, 2.515, 4.764], [1.220, 0.956, 3.369], [1.903, 2.892, 3.965], [-1.026, 2.174, 2.266], [-3.647, -0.587, 0.682], [0.183, -2.809, 5.251], [-0.969, -1.627, -1.781], [2.399, -1.976, 1.345], [-0.400, -4.131, 4.274], [-0.685, -0.605, -4.371], [1.989, -3.108, 3.119], [0.978, -3.788, -0.653], [-0.234, -1.460, -4.899], [-2.850, -0.371, -0.046], [-1.787, -1.073, -3.381], [0.935, 3.905, 0.972], [2.393, 4.043, 0.501], [0.122, -0.039, -3.867]],
  "mulliken_charge": [0.377, 0.384, -1.415, 0.279, 0.544, -1.879, 0.288, 0.349, 0.303, 0.355, 0.416, 0.371, 0.265, -0.004, 0.390, 0.391, 0.454, 0.356, 0.270, 0.676, 0.468, -1.076, 0.350, 0.642, 0.263, 0.477, 0.337, -1.340, -0.387, -0.165, 0.286, 0.491, 0.566, -1.111, 0.014, 0.261, 0.445, 1.208, 0.375, 0.509, 0.386, -0.457, 0.547, 0.454, 0.238, -1.486, -0.846, -1.754, 0.498, 0.321, 0.286, 0.369, -1.618, -0.254, 0.400, 0.274, 0.563, 0.480, 0.398, -1.769, -0.838, 0.580, 0.483, 0.377, -0.138, 0.464, -1.570, 0.168, 0.289, 0.351, -1.038, 0.790, 0.541, -1.570, 0.299],
  "s_squared": 0.751,
  "charge": 2,
  "spin_multiplicity": 2,
  "e_tot_ev": -79707.3505
}

---

2.
{
  "formula": "C21H47N5O18",
  "method": "ωB97M-V/def2-TZVPD",
  "species": ["C", "O", "O", "O", "O", "H", "H", "H", "H", "C", "O", "O", "H", "H", "C", "H", "H", "H", "O", "H", "H", "N", "H", "H", "H", "H", "H", "H", "C", "O", "C", "H", "N", "H", "N", "O", "C", "C", "H", "C", "C", "H", "H", "H", "C", "C", "O", "H", "O", "C", "C", "H", "H", "O", "H", "H", "H", "H", "H", "O", "C", "C", "C", "H", "H", "C", "O", "O", "H", "H", "C", "H", "H", "C", "N", "C", "O", "H", "H", "N", "O", "H", "H", "H", "H", "C", "O", "H", "H", "H", "H"],
  "xyz": [[-1.052, -1.327, -2.017], [-1.716, 3.892, -4.174], [-4.215, 3.664, 0.163], [0.948, 3.070, 5.360], [-1.951, -1.718, 3.914], [-1.881, 0.431, -7.458], [2.766, 1.733, -6.573], [0.502, 1.205, 3.637], [1.155, 2.567, 2.738], [0.122, 4.598, 6.958], [-0.171, -1.105, -0.941], [-0.030, 1.278, -5.900], [0.681, 2.497, -4.457], [2.844, -0.213, -0.072], [1.836, -0.567, 0.090], [2.137, 1.131, 2.915], [-0.881, 0.749, -2.619], [-1.778, 2.302, 1.681], [-2.596, -0.634, 0.946], [-1.519, -0.967, -6.382], [-6.595, 2.145, -1.042], [-2.580, 3.096, -3.875], [-2.382, 2.087, 0.070], [-0.221, 5.427, 6.347], [-0.947, -0.995, -8.026], [2.803, 3.061, 4.434], [4.241, -2.873, 7.596], [0.403, 4.922, 7.956], [-1.633, -0.044, -2.592], [-6.099, 3.378, 1.178], [3.205, -4.240, 6.277], [-2.131, -0.156, -3.553], [-1.141, -1.980, 3.053], [1.292, 0.005, 0.843], [-5.287, 3.110, 0.325], [-0.103, -1.378, 2.868], [1.415, 1.763, 3.433], [0.153, 0.238, -6.719], [5.212, -4.228, 7.036], [4.213, -3.936, 7.356], [1.045, -0.604, -1.190], [-1.910, -1.857, -1.607], [-0.951, 1.102, 0.575], [2.916, -1.799, 2.939], [1.181, -2.865, -4.799], [-5.613, 2.010, -0.602], [-3.019, 2.955, -2.751], [3.000, -3.273, 1.961], [3.007, -4.281, -4.894], [-3.080, 2.231, -4.968], [1.095, 1.760, -5.139], [-0.619, -1.934, -2.808], [1.706, 3.121, -6.670], [1.220, -0.222, -7.011], [-0.614, -3.252, 1.478], [-4.845, 1.940, -1.364], [0.117, -3.030, -4.690], [3.907, -4.467, 8.258], [2.413, 1.621, 5.377], [1.231, -4.998, -3.906], [-1.153, -0.328, -7.194], [2.779, -3.546, 4.065], [-1.873, 1.571, 0.886], [2.222, -3.827, 6.517], [-4.024, 1.762, -4.704], [2.005, 2.362, 4.690], [-3.618, 0.796, 2.189], [2.464, 4.143, 6.615], [-2.370, -3.176, 1.835], [1.811, -1.592, 0.464], [3.328, -2.808, 2.887], [4.414, -2.750, 2.902], [-5.625, 1.097, -0.005], [2.174, 2.410, -5.972], [1.863, -4.158, -4.511], [-1.371, -3.219, 2.250], [1.472, -0.306, -2.273], [-2.297, 1.497, -5.119], [1.494, 0.936, -4.541], [-2.790, 0.498, 1.362], [3.677, -3.698, 5.041], [-3.272, 2.872, -5.822], [-2.405, 0.384, -1.941], [-0.673, 3.862, 7.076], [1.570, -2.102, -4.128], [1.317, 3.931, 6.318], [1.631, -3.889, 4.157], [-1.246, -4.006, 2.988], [2.798, 3.053, -5.350], [1.449, -2.597, -5.817], [3.039, -5.315, 6.170]],
  "mulliken_charge": [-0.373, -0.548, -0.520, -0.222, -0.573, 0.306, 0.310, 0.277, 0.309, -1.009, -0.067, -0.175, 0.366, 0.403, -0.123, 0.334, 0.251, 0.378, -0.524, 0.207, 0.329, 0.958, 0.012, 0.260, 0.390, 0.354, 0.291, 0.314, -0.356, -0.574, -0.214, 0.395, 0.960, -0.194, 1.008, -0.404, -0.802, 0.832, 0.308, -1.167, 0.354, 0.386, -0.157, -0.063, -0.503, -0.566, -0.529, 0.247, -0.547, -0.410, 0.152, -0.075, 0.330, -0.562, 0.186, 0.076, 0.201, 0.374, 0.304, -0.566, -1.154, 0.618, -0.238, 0.319, 0.315, -0.558, -0.572, -0.562, 0.323, 0.029, -0.465, 0.365, 0.279, -1.434, 0.933, -0.826, -0.559, -0.134, 0.079, 1.042, -0.308, 0.302, -0.082, 0.318, 0.146, 0.685, -0.566, 0.326, 0.422, 0.322, 0.296],
  "smiles": "C[N+](=O)[O-].C[N+](=O)[O-].C[N+](=O)[O-].C[N+](=O)[O-].C[N+](=O)[O-].CCOC(C)=O.CCOC(C)=O.CCOC(C)=O.CCOC(C)=O",
  "spin_multiplicity": 1,
  "e_tot_ev": -66832.1094,
  "de_lowest_kcal_mol": 0.0
}

---

3.
{
  "formula": "C21H47OP3ReS",
  "method": "ωB97M-V/def2-TZVPD",
  "species": ["Re", "H", "H", "H", "H", "H", "H", "P", "H", "C", "O", "H", "H", "H", "C", "H", "H", "S", "H", "H", "P", "C", "C", "H", "H", "H", "H", "H", "H", "C", "C", "C", "H", "H", "C", "H", "H", "H", "C", "C", "H", "C", "C", "H", "H", "H", "C", "H", "H", "C", "H", "H", "C", "H", "H", "C", "C", "H", "H", "H", "H", "H", "C", "C", "H", "H", "C", "H", "C", "H", "H", "P", "H", "H"],
  "xyz": [[0.087, 0.637, -1.240], [-2.421, -2.944, -6.534], [1.898, 0.124, -3.913], [3.607, 0.007, 0.014], [-3.430, 0.028, 0.146], [0.472, -0.358, 6.177], [-1.835, 3.558, -1.398], [-1.545, 1.550, -0.070], [1.562, -0.754, 2.041], [-3.253, 0.954, -0.420], [-0.869, -1.453, 3.957], [0.865, -2.435, -2.826], [0.899, -4.347, 4.084], [-2.723, -1.180, -4.797], [0.135, -2.573, -3.629], [-1.073, -3.294, 3.087], [-1.017, -0.216, 7.127], [-1.445, -0.590, -2.393], [-0.369, -1.828, 6.757], [1.117, 4.229, -1.693], [0.950, 2.018, -2.695], [-1.697, 1.481, 1.752], [-0.498, -0.816, 6.375], [3.770, 1.710, -0.468], [-0.834, 1.914, 2.262], [1.179, -4.233, -4.540], [-0.015, 2.065, -4.829], [-2.589, 2.091, 1.967], [4.060, 1.242, 1.226], [1.576, 3.031, 1.268], [1.525, 0.322, 2.280], [-1.740, 3.334, -0.333], [0.638, 3.234, 1.802], [-1.284, 2.299, -3.586], [-1.895, -1.861, -4.751], [2.726, 3.375, -1.674], [1.688, 3.693, 0.399], [0.665, -3.185, -0.317], [-1.706, -2.836, -5.730], [-0.979, -1.712, -3.699], [-2.672, 3.565, 0.201], [-0.659, -2.895, 4.025], [2.209, 1.152, -3.682], [1.696, 0.176, -0.917], [1.156, -2.980, 1.472], [2.432, 3.156, 1.947], [-0.271, 2.574, -3.899], [-1.612, -2.493, 0.112], [-3.907, 1.778, -0.098], [0.801, -3.263, 4.104], [2.298, 1.749, -4.594], [1.342, -2.834, 3.267], [0.368, -2.897, 0.724], [-3.430, 0.752, -1.483], [-1.535, 0.226, 4.789], [1.798, 3.562, -2.241], [3.434, 1.043, 0.343], [0.597, 0.509, 2.831], [-1.254, -3.329, 4.855], [1.235, -2.884, 5.023], [2.041, 4.012, -3.212], [-0.894, 3.890, 0.080], [-0.588, -3.666, -5.659], [-0.880, -2.442, 0.929], [3.156, 1.136, -3.127], [-0.155, 3.661, -4.002], [0.310, -3.545, -4.606], [-1.193, -1.840, 1.802], [-1.377, -0.799, 5.138], [-2.358, -1.257, 5.356], [-0.466, -4.449, -6.401], [1.620, 1.292, 0.716], [2.381, 0.614, 2.924], [-1.821, 0.447, 2.095]],
  "mulliken_charge": [0.214, 0.464, 0.353, 0.468, 0.446, 0.339, 0.355, 0.973, -0.011, -1.384, -0.168, 0.325, 0.410, 0.515, -0.267, 0.519, 0.407, -0.298, 0.387, 0.434, 1.566, -1.152, -1.134, 0.330, 0.456, 0.433, 0.481, 0.627, 0.523, -1.246, -0.660, -1.528, 0.377, 0.361, -0.543, 0.406, 0.287, 0.140, -0.702, 0.871, 0.614, -0.323, -1.342, 0.018, 0.180, 0.542, -1.391, 0.298, 0.561, -0.970, 0.545, 0.154, -0.537, 0.483, 0.306, -1.644, -1.296, 0.070, 0.406, 0.357, 0.588, 0.333, -0.379, 0.353, 0.396, 0.475, -0.659, -0.231, -0.155, 0.434, 0.462, 0.416, 0.613, -0.052],
  "s_squared": 3.779,
  "charge": 4,
  "spin_multiplicity": 4,
  "e_tot_ev": -65373.1344
}